Run A
2 unconnected molecules or ions with the total composition C4H7ClOS, computed with ωB97M-V/def2-TZVPD.

Each line ends with the natural charge from an NBO analysis.
Element x y z (Å)
C (1.592, -2.699, 1.012)  0.3012
C (0.152, 1.250, 0.119)  -0.4167
C (-0.213, 1.733, -1.287)  -0.4046
C (-1.264, 1.153, -0.424)  -0.4424
O (0.427, -2.530, 0.978)  -0.4758
S (-1.950, -0.370, -0.872)  0.2974
Cl (-2.475, -1.296, 0.881)  -0.1665
H (2.209, -3.229, 0.255)  0.0968
H (2.423, -2.255, 1.786)  0.0765
H (0.826, 0.317, 0.346)  0.2393
H (0.383, 2.097, 0.911)  0.2238
H (-0.197, 2.822, -1.449)  0.2265
H (0.034, 1.171, -2.173)  0.2240
H (-1.947, 1.834, -0.082)  0.2203

Values from the calculation:
Orbital gap, eV: 9.10
Structure (SMILES): ClSC1CC1.C=O


Run B
2 unconnected molecules or ions with the total composition C4H7ClOS, computed with ωB97M-V/def2-TZVPD.

Each line ends with the natural charge from an NBO analysis.
Element x y z (Å)
C (-0.696, 1.699, -0.474)  0.4773
C (-0.941, -1.178, 0.743)  -0.5985
C (0.386, -0.947, 0.080)  -0.4325
C (0.853, 0.513, 0.207)  -0.3365
O (-0.784, 1.799, -1.675)  -0.5234
S (2.108, 0.911, -0.968)  0.0400
Cl (-1.433, 2.588, 0.839)  -0.0177
H (-0.724, -1.135, 1.862)  0.2118
H (-1.443, -0.416, 0.251)  0.2041
H (-1.432, -2.185, 0.466)  0.2176
H (0.290, -1.084, -1.000)  0.1980
H (1.082, -1.594, 0.489)  0.2151
H (1.229, 0.851, 1.145)  0.2175
H (1.504, 0.177, -1.964)  0.1272

Values from the calculation:
Orbital gap, eV: 9.14


The winner here is run B, beating the second structure by 46.4 kJ/mol.


Run A
2 unconnected molecules or ions with the total composition C2H6N2OS, computed with ωB97M-V/def2-TZVPD.

Each line ends with the natural charge from an NBO analysis.
Element x y z (Å)
C (-1.244, -1.298, 1.213)  0.7701
C (0.081, -1.252, -0.999)  -0.7712
N (-0.459, -0.489, 1.848)  -0.8522
N (0.072, 1.368, -0.850)  -0.9748
O (-2.230, -1.946, 1.320)  -0.5420
S (1.175, 0.049, -0.654)  0.3911
H (-0.600, -1.058, -1.808)  0.2112
H (0.566, -2.212, -0.987)  0.2147
H (0.331, -0.098, 1.315)  0.4048
H (-0.615, -0.158, 2.794)  0.4013
H (0.409, 2.163, -0.317)  0.3755
H (0.027, 1.634, -1.830)  0.3716

Values from the calculation:
Orbital gap (spin up / spin down), eV: 7.63 / 7.55


Run B
C2H6N2OS in the gas phase, computed with ωB97M-V/def2-TZVPD.

Each line ends with the natural charge from an NBO analysis.
Element x y z (Å)
C (-0.446, 0.085, 0.728)  -0.2845
C (0.491, -0.484, -0.297)  -0.5047
N (-2.747, -0.621, 0.607)  -0.2035
N (-1.793, 0.327, 0.211)  -0.0316
O (-2.327, -0.603, -0.746)  -0.2634
S (2.330, -0.734, 0.044)  -0.0433
H (-0.114, 1.078, 0.997)  0.2121
H (-0.643, -0.607, 1.515)  0.2119
H (-0.007, -1.425, -0.609)  0.2348
H (0.529, 0.184, -1.149)  0.2200
H (-3.650, -0.239, 0.669)  0.3317
H (2.745, 0.373, -0.543)  0.1204

Values from the calculation:
Orbital gap, eV: 10.30
Structure (SMILES): SCCn1[nH]o1


The winner here is run A, beating the second structure by 220.6 kJ/mol.